No. 1
2 unconnected molecules or ions with the total composition C4H8O2S3. Source: OMol25; level of theory: the ωB97M-V functional and the def2-TZVPD basis.

## Properties
HOMO-LUMO gap = 8.396 eV
relative energy (zero: lowest compared OMol25 entry of this formula, charge and spin) = 0.0 kcal per mole
LUMO level = -0.13 eV

Geometry as ORCA input:
```
! RIJCOSX wB97M-V def2-TZVPD def2/J DEFGRID3
* xyz 0 1
C 1.507 -1.445 0.735
C -1.223 0.373 0.631
C 0.852 -0.095 -0.690
C -0.300 0.938 -0.386
O 2.000 0.544 -0.994
O 0.223 2.089 0.200
S 0.562 -2.952 0.904
S 2.394 -2.812 -0.001
S -2.454 -0.788 0.034
H 1.823 -0.979 1.572
H -0.605 -0.141 1.258
H -1.841 1.182 1.214
H 0.475 -0.777 -1.490
H -0.688 1.125 -1.407
H 2.780 0.072 -0.692
H 1.077 2.453 -0.237
H -2.217 -1.908 0.696
*
```


No. 2
A molecular structure, C4H8O2Tl. Source: OMol25; level of theory: the ωB97M-V functional and the def2-TZVPD basis.

## Properties
HOMO-LUMO gap (spin up / spin down) = 9.951 / 8.838 eV
relative energy (zero: lowest compared OMol25 entry of this formula, charge and spin) = 0.0 kcal per mole
LUMO level (spin up / spin down) = -8.75 / -9.93 eV

Geometry as ORCA input:
```
! RIJCOSX wB97M-V def2-TZVPD def2/J DEFGRID3
* xyz 2 2
H -2.318 -0.528 -0.418
O 3.141 0.533 0.182
C 2.055 0.275 -0.332
C 1.206 -0.885 -0.129
H 3.559 1.390 -0.052
H 1.457 -1.318 0.855
H 1.610 -1.593 -0.883
C -0.298 -0.700 -0.349
H -0.733 -1.603 0.101
H -0.426 -0.463 -1.415
C -1.025 0.588 0.485
H -0.659 1.545 0.087
H -0.870 0.407 1.559
O -2.358 0.426 0.110
Tl -4.342 1.926 0.199
*
```